Here is a molecular structure, C52H37CdN3S2Te in a non-equilibrium geometry from OMol25. Energies are from ωB97M-V/def2-TZVPD.

Element x y z (Å)
Cd (-1.097084, 0.052374, -0.328203)
C (-3.359463, -0.321239, -2.225866)
C (-3.310880, 1.117322, -1.931880)
C (-2.365888, 1.687194, -2.696655)
C (-1.723940, 0.646443, -3.558397)
C (-2.449366, -0.602806, -3.174052)
H (-4.063481, -1.007977, -1.777095)
H (-3.973926, 1.618591, -1.241177)
H (-2.096802, 2.734039, -2.726700)
H (-1.900637, 0.866731, -4.616151)
H (-2.255288, -1.562900, -3.632478)
C (-3.327170, 2.488697, 2.660181)
C (-3.726553, 1.543253, 3.592036)
C (-3.402772, 0.211252, 3.399442)
C (-2.649192, -0.180569, 2.289562)
C (-2.251766, 0.761493, 1.327031)
C (-2.622825, 2.088024, 1.532673)
C (-2.280299, -1.607131, 2.112290)
C (-2.136104, -2.467099, 3.234480)
C (-1.795471, -3.773022, 3.046349)
C (-1.602691, -4.266774, 1.737254)
C (-1.291251, -5.612921, 1.453748)
C (-1.126783, -6.022985, 0.159277)
C (-1.269360, -5.104869, -0.899624)
C (-1.570204, -3.794578, -0.652110)
C (-1.742532, -3.342741, 0.675956)
N (-2.072426, -2.042835, 0.886570)
H (-3.557865, 3.536546, 2.811466)
H (-4.301671, 1.842371, 4.459529)
H (-3.770729, -0.527483, 4.101927)
H (-2.349261, 2.842526, 0.802409)
H (-2.277527, -2.077563, 4.232378)
H (-1.667873, -4.441942, 3.889657)
H (-1.191456, -6.305793, 2.280383)
H (-0.895967, -7.058949, -0.054066)
H (-1.135546, -5.451012, -1.916609)
H (-1.693408, -3.081246, -1.459288)
S (0.446728, -0.307536, -7.416322)
C (0.052683, 1.070746, -8.359556)
C (-0.252483, 2.138606, -7.580762)
C (-0.166957, 1.850038, -6.193962)
C (0.217384, 0.562273, -5.924034)
C (0.430701, -0.089590, -4.641045)
C (-0.154480, 0.563166, -3.402438)
N (0.194591, -0.065777, -2.140451)
C (0.914210, -1.190670, -2.110158)
C (1.410204, -1.842371, -3.260280)
C (2.163763, -3.026013, -3.174248)
C (2.467846, -3.607492, -1.974514)
C (2.036575, -2.979541, -0.786619)
C (2.350424, -3.486071, 0.484029)
C (1.951492, -2.837237, 1.634192)
C (1.219823, -1.643081, 1.465097)
N (0.900565, -1.147364, 0.293273)
C (1.276922, -1.781147, -0.838159)
C (2.256023, -3.357508, 2.967350)
C (2.014359, -2.794302, 4.189605)
C (2.366460, -3.631642, 5.278527)
C (2.873729, -4.824824, 4.873687)
S (2.934408, -4.943047, 3.166442)
C (1.133680, -1.230672, -4.528899)
H (0.069743, 1.003222, -9.435190)
H (-0.519859, 3.107866, -7.976856)
H (-0.359706, 2.587990, -5.427687)
H (0.186277, 1.608883, -3.360835)
H (2.511448, -3.472908, -4.099241)
H (3.047679, -4.519630, -1.913774)
H (2.937643, -4.395057, 0.549925)
H (0.926173, -1.053787, 2.328336)
H (1.597489, -1.805128, 4.315699)
H (2.244085, -3.356046, 6.316096)
H (3.230735, -5.645880, 5.474478)
H (1.553828, -1.700132, -5.412579)
Te (1.074179, 2.160808, 0.922919)
C (2.641187, 3.539576, 0.432163)
C (3.880303, 3.420348, 1.050299)
C (4.893529, 4.324250, 0.764554)
C (4.673086, 5.352907, -0.139785)
C (3.441076, 5.468046, -0.767175)
C (2.430645, 4.559405, -0.487235)
C (0.210735, 3.553075, 2.296532)
C (0.164048, 3.232940, 3.646830)
C (-0.432873, 4.098562, 4.552730)
C (-0.984156, 5.292273, 4.112367)
C (-0.931415, 5.619672, 2.763951)
C (-0.337582, 4.752401, 1.859681)
H (4.051339, 2.620726, 1.760047)
H (5.855526, 4.225436, 1.251265)
H (5.462423, 6.060353, -0.359172)
H (3.267734, 6.264076, -1.480267)
H (1.475660, 4.643769, -0.991616)
H (0.594217, 2.301529, 3.994153)
H (-0.465727, 3.840699, 5.603796)
H (-1.454224, 5.966199, 4.817328)
H (-1.363088, 6.549520, 2.414872)
H (-0.305324, 5.012684, 0.808427)

Atomic forces in eV per Å
0.2 0.2 -0.3
-0.1 -0.1 -0.2
-0.1 0.2 -0.1
0.0 -0.1 0.0
0.4 0.0 0.0
0.0 0.0 0.0
0.1 0.0 0.0
0.1 0.0 0.1
0.0 0.0 0.1
-0.2 0.0 0.0
0.0 0.0 0.1
0.0 0.0 0.0
-0.1 0.0 0.0
0.0 -0.1 0.0
0.0 0.3 0.0
0.0 -0.1 0.1
0.0 0.0 0.0
0.0 -0.2 -0.1
0.0 -0.2 0.0
0.0 0.1 0.1
0.0 0.2 -0.1
0.1 0.0 -0.1
0.0 -0.1 0.2
0.0 0.1 -0.1
0.1 0.0 -0.1
0.0 -0.2 0.0
0.0 0.3 0.1
0.0 0.0 0.0
0.0 0.0 0.0
0.1 0.0 0.0
0.1 0.0 0.0
0.0 0.0 0.0
0.0 0.0 0.0
0.0 0.0 0.0
0.0 0.0 0.0
0.0 0.1 0.0
0.0 0.0 0.0
-0.1 0.3 0.2
0.1 -0.2 0.0
0.0 0.1 -0.1
0.1 -0.1 0.1
0.0 0.0 -0.5
0.3 -0.4 0.4
-0.5 0.1 -0.1
-0.4 -0.2 0.4
0.3 -0.2 -0.3
-0.1 0.0 0.3
0.0 0.0 0.2
0.1 -0.1 -0.2
-0.1 0.2 0.0
-0.1 0.1 0.3
0.1 0.0 -0.4
0.1 0.2 0.1
-0.1 -0.3 0.1
0.2 -0.4 -0.1
0.0 -0.3 0.2
0.0 0.1 -0.1
0.0 0.0 0.1
0.1 -0.1 -0.1
-0.2 0.2 0.1
-0.2 0.4 -0.2
0.0 0.1 0.0
0.0 0.0 0.0
0.0 0.0 0.0
0.0 0.0 -0.1
0.0 0.0 0.0
0.0 0.0 0.0
0.0 0.0 -0.1
-0.2 -0.1 0.0
0.0 0.0 0.0
0.0 0.0 0.0
0.0 0.0 0.0
0.0 0.0 0.0
0.3 1.0 0.3
-0.2 -0.4 0.0
0.0 -0.1 0.1
0.0 0.0 0.0
0.0 0.0 0.0
0.0 0.0 0.0
-0.1 0.0 -0.1
0.1 -0.3 -0.1
0.0 -0.1 0.0
0.0 0.1 0.0
0.0 0.0 0.0
0.0 0.0 0.0
0.0 0.0 -0.1
0.0 0.0 0.0
0.0 0.0 0.0
0.0 0.0 0.0
0.0 0.0 0.0
0.0 0.0 0.0
0.0 0.0 0.0
0.0 0.0 0.0
0.0 0.0 0.0
0.0 0.0 0.0
0.0 0.0 0.0

DFT total energy, Eh: -3400.14439
Relative energy (zero: lowest compared OMol25 entry of this formula, charge and spin), kJ/mol: 9.1
HOMO-LUMO gap, eV: 6.2
HOMO level, eV: -6.3082
Net charge: 0
Strongest force on any atom, eV/Å: 1.061

Atom charges from the Löwdin analysis, given in e for atoms 1 to 6:
1. Cd 1.35
2. C -0.12
3. C -0.14
4. C -0.08
5. C -0.28
6. C -0.07